Entry 1:
CH5INPS | the ωB97M-V functional and the def2-TZVPD basis

The total charge is 0. Its gap between HOMO and LUMO (spin up / spin down) is 6.98 / 7.00 eV. The value obtained for the energy above the lowest of the compared OMol25 structures with the same formula, charge and spin is 71.8 kcal/mol. As for the LUMO energy (spin up / spin down): -0.0667 / -0.0674 Eh.

Geometry (Å):
1 I 0.236 -2.691 0.024
2 H 2.391 0.034 0.301
3 C 1.407 0.425 0.575
4 N -2.217 0.590 0.096
5 H -2.477 -0.126 0.774
6 P 0.197 -0.316 -0.585
7 H 1.173 0.177 1.610
8 H 1.384 1.504 0.426
9 H -2.675 0.345 -0.779
10 S 0.581 0.058 -2.443

Force components x, y, z for each atom (eV/Å):
I -0.17 0.38 0.00
H -0.18 -0.01 -0.03
C -0.47 -0.02 0.05
N 2.80 -0.46 -0.28
H 0.00 -0.23 -0.10
P -1.71 0.81 -0.13
H -0.04 0.00 -0.11
H -0.03 -0.03 -0.02
H 0.11 -0.29 -0.15
S -0.31 -0.14 0.76

---

Entry 2:
C4H10N2O | the ωB97M-V functional and the def2-TZVPD basis

The total charge is 0. Its gap between HOMO and LUMO is 9.88 eV. The value obtained for the energy above the lowest of the compared OMol25 structures with the same formula, charge and spin is 55.9 kcal/mol. The SMILES is NCCNCC=O. As for the LUMO energy: 0.0344 Eh.

Geometry (Å):
1 H -0.295 -0.909 1.710
2 H 0.099 2.023 -2.494
3 N -0.240 2.321 -1.594
4 H -2.218 2.419 -1.003
5 H -0.391 3.313 -1.682
6 C 0.491 -0.688 0.990
7 C 1.300 -1.961 0.676
8 H 1.219 -0.139 1.621
9 C -1.470 1.632 -1.152
10 H 1.573 -1.857 -0.396
11 O 1.464 -2.796 1.509
12 N 0.044 0.018 -0.195
13 C -1.246 0.703 0.036
14 H -1.949 -0.119 -0.102
15 H 0.714 0.728 -0.469
16 H -1.898 1.138 -2.026
17 H -1.355 1.182 1.009

Force components x, y, z for each atom (eV/Å):
H -0.33 -0.23 -0.29
H -0.08 -0.35 -0.07
N 0.13 0.30 0.34
H 0.02 -0.22 0.72
H 0.01 0.13 0.16
C 1.16 -0.20 0.65
C -2.09 2.10 -0.03
H -0.17 0.34 -0.26
C -0.14 1.16 -1.13
H 0.75 -1.14 0.03
O 0.81 -0.90 -0.31
N -0.12 0.35 0.76
C 0.36 -1.03 -1.59
H -0.57 0.26 0.65
H 0.01 0.01 0.08
H 0.13 -0.71 0.23
H 0.12 0.13 0.05

---

Entry 3:
C2H2BrCl3 | the ωB97M-V functional and the def2-TZVPD basis

The total charge is 0. Its gap between HOMO and LUMO (spin up / spin down) is 8.94 / 7.22 eV. The value obtained for the energy above the lowest of the compared OMol25 structures with the same formula, charge and spin is 84.7 kcal/mol. As for the LUMO energy (spin up / spin down): -0.0120 / -0.0397 Eh.

Geometry (Å):
1 C 0.846 2.429 1.037
2 Br -3.217 0.005 0.808
3 Cl -0.446 2.360 -0.130
4 H 0.535 1.905 1.989
5 Cl 2.322 1.645 0.501
6 Cl -3.035 1.490 -1.875
7 C -2.337 0.395 -0.762
8 H -1.600 -0.420 -1.099

Force components x, y, z for each atom (eV/Å):
C -0.46 -2.30 0.27
Br -0.21 0.03 0.25
Cl 0.83 0.61 0.63
H 0.27 1.26 -0.83
Cl -0.35 0.67 0.09
Cl 0.18 -0.45 0.18
C 1.12 -1.48 -0.86
H -1.38 1.66 0.26

---

Entry 4:
C6H7FO | the ωB97M-V functional and the def2-TZVPD basis

The total charge is 0. Its gap between HOMO and LUMO is 9.25 eV. The value obtained for the energy above the lowest of the compared OMol25 structures with the same formula, charge and spin is 121.9 kcal/mol. The SMILES is C#CC(=C)[C@@H](F)CO. As for the LUMO energy: -0.0061 Eh.

Geometry (Å):
1 C -0.220 0.883 0.007
2 H 1.061 2.428 0.902
3 H -0.910 2.395 1.186
4 H 0.142 -1.911 -0.322
5 C -0.029 2.068 0.631
6 O 1.009 -1.022 1.361
7 H -3.172 -1.376 -0.808
8 H 1.822 -1.964 -0.314
9 C 0.851 -0.035 -0.702
10 H 0.214 -0.057 -1.790
11 H 0.182 -0.617 1.506
12 F 2.006 0.718 -0.970
13 C 0.952 -1.294 -0.096
14 C -1.500 0.278 0.032
15 C -2.409 -0.495 -0.622

Force components x, y, z for each atom (eV/Å):
C 1.41 0.84 0.75
H -2.54 -0.41 -0.99
H 0.48 0.62 -0.26
H -1.71 -0.71 -0.33
C 2.14 -1.21 0.91
O 1.61 -1.83 -1.46
H 1.83 2.54 0.59
H -0.33 1.19 -0.06
C -3.28 5.26 -5.67
H 2.16 -0.53 2.37
H -1.51 0.73 0.89
F -0.53 -0.99 0.82
C 2.84 -2.45 3.71
C -7.01 -5.93 -5.68
C 4.44 2.88 4.39